Record 1
Formula: C4H4N2
Source: OMol25
Level of theory: ωB97M-V with the def2-TZVPD basis set

Values from the calculation:
**Net charge**: 0
**E_LUMO**: 0.3004 eV
**HOMO-LUMO gap**: 9.03 eV
**HOMO**: -8.73 eV

Geometry as XYZ:
```
10
Properties=species:S:1:pos:R:3:forces:R:3
C 0.470 -0.184 -0.975 -0.02 -0.02 0.14
C 0.697 -0.919 0.164 -0.04 0.07 -0.06
N -0.049 -0.620 1.241 -0.02 0.16 -0.06
C -0.895 0.464 1.320 -0.04 0.13 -0.40
N -1.071 1.251 0.233 0.11 -0.19 -0.03
C -0.447 0.878 -0.877 0.00 0.01 0.02
H 0.989 -0.393 -1.905 -0.08 0.02 0.13
H 1.417 -1.729 0.240 -0.10 0.10 -0.02
H -0.394 -0.300 2.331 0.15 -0.21 0.16
H -0.654 1.478 -1.764 0.04 -0.08 0.12
```
Positions in Å, forces in eV/Å.

=====

Record 2
Formula: H22O11
Source: OMol25
Level of theory: ωB97M-V with the def2-TZVPD basis set

Values from the calculation:
**SMILES**: O.O.O.O.O.O.O.O.O.O.O
**Net charge**: 0
**E_LUMO**: 0.1226 eV
**HOMO-LUMO gap**: 10.72 eV
**HOMO**: -10.59 eV

Geometry as XYZ:
```
33
Properties=species:S:1:pos:R:3:forces:R:3
O 1.408 -0.450 -0.322 -0.68 0.12 -0.03
H 0.519 -0.181 -0.066 -0.01 0.09 -0.16
H 1.931 -0.325 0.478 0.12 -0.18 -0.07
O -2.654 3.197 -0.806 -0.49 0.56 -0.16
H -2.252 3.361 0.055 0.17 -0.31 -0.03
H -3.427 2.658 -0.606 0.47 0.17 -0.09
O 1.933 -2.652 -2.790 0.13 0.01 -0.21
H 2.637 -2.030 -2.573 -0.19 0.01 0.10
H 1.444 -2.216 -3.496 0.01 -0.05 0.12
O 3.130 -2.139 1.255 0.25 -0.21 0.08
H 2.681 -2.986 1.154 -0.03 0.10 0.00
H 3.535 -1.984 0.394 -0.18 0.04 0.03
O -2.059 -2.669 0.027 0.17 -0.28 0.43
H -2.621 -2.706 -0.755 0.26 0.18 0.27
H -1.292 -2.161 -0.259 -0.03 -0.14 -0.08
O 3.702 0.587 0.270 0.75 0.01 -0.08
H 3.752 1.282 -0.396 0.15 -0.42 -0.10
H 4.622 0.353 0.434 -0.03 0.06 0.23
O -0.164 2.977 0.466 -0.21 0.19 0.32
H -0.126 3.575 -0.289 0.16 -0.15 -0.09
H 0.086 3.529 1.215 0.16 -0.08 -0.05
O 2.716 3.268 -0.065 0.26 0.03 -0.29
H 2.567 2.335 0.128 -0.51 0.24 0.31
H 3.418 3.261 -0.726 -0.07 0.31 0.03
O -1.731 -1.505 4.163 0.17 -0.09 0.01
H -1.150 -1.293 3.424 -0.12 0.01 0.01
H -1.454 -2.388 4.432 -0.07 0.08 -0.02
O -3.251 0.656 0.033 -0.40 -0.13 -0.11
H -4.153 0.876 -0.224 -0.11 -0.12 0.29
H -3.165 -0.278 -0.189 0.28 -0.20 0.55
O -3.068 -1.298 -1.961 -0.53 0.00 -0.68
H -3.584 -1.904 -2.505 0.04 0.03 -0.18
H -3.667 -0.560 -1.801 0.14 0.10 -0.35
```
Positions in Å, forces in eV/Å.

=====

Record 3
Formula: C5H8ClNSi
Source: OMol25
Level of theory: ωB97M-V with the def2-TZVPD basis set

Values from the calculation:
**Net charge**: 0
**E_LUMO**: 0.7701 eV
**HOMO-LUMO gap**: 8.97 eV
**HOMO**: -8.20 eV

Geometry as XYZ:
```
16
Properties=species:S:1:pos:R:3:forces:R:3
C 2.324 0.182 -0.576 -1.24 0.84 0.24
C 0.994 0.747 -0.808 0.88 0.37 1.04
C 2.308 -0.614 0.528 -2.76 0.93 -1.39
C 0.210 0.281 0.248 0.36 -1.46 -0.93
C -1.252 0.500 0.499 0.06 -2.54 3.37
N 0.935 -0.650 1.008 2.67 1.33 -1.63
Si -2.500 0.034 -0.862 1.52 0.65 -0.91
Cl -4.291 0.050 0.028 -1.18 0.15 0.42
H 3.257 0.435 -1.057 -0.19 0.01 -0.33
H 0.776 1.585 -1.517 -0.04 -1.16 0.81
H 3.242 -1.052 0.724 0.29 -1.32 1.62
H -1.511 -0.188 1.749 0.47 2.38 -3.93
H -1.332 1.574 0.647 -0.67 0.07 0.43
H 0.576 -1.238 1.733 -0.14 0.07 0.17
H -2.470 -1.213 -1.686 0.36 0.13 0.57
H -2.285 1.156 -1.866 -0.39 -0.45 0.45
```
Positions in Å, forces in eV/Å.

=====

Record 4
Formula: C8H13N2
Source: OMol25
Level of theory: ωB97M-V with the def2-TZVPD basis set

Values from the calculation:
**SMILES**: C=[NH+]/C=C1\NCCC12CC2
**Net charge**: +1
**E_LUMO (spin up / spin down)**: -4.6295 / -4.6196 eV
**HOMO-LUMO gap (spin up / spin down)**: 7.38 / 7.39 eV
**HOMO (spin up / spin down)**: -12.01 / -12.01 eV

Geometry as XYZ:
```
23
Properties=species:S:1:pos:R:3:forces:R:3
C 3.743 -0.316 0.061 -0.88 1.60 -1.11
N 2.551 0.298 -0.050 3.29 -0.37 2.78
C 1.346 -0.330 0.006 -1.37 -0.76 -0.75
C 0.114 0.311 -0.059 3.16 0.76 -0.02
N -0.049 1.634 -0.200 0.75 0.37 -0.37
C -1.526 1.958 -0.169 1.97 0.66 1.24
C -2.175 0.599 0.193 1.38 2.55 1.63
C -1.129 -0.409 0.011 -0.67 -0.91 -0.82
C -1.268 -1.741 0.662 0.20 -0.83 1.13
C -1.218 -1.661 -0.862 -0.98 -0.17 -0.30
H 4.598 0.271 0.391 -0.37 0.12 -0.21
H 3.982 -1.295 -0.338 -0.77 -0.17 0.30
H 2.628 1.263 0.362 -0.45 -1.00 -0.86
H 1.368 -1.419 0.039 0.18 0.41 0.03
H 0.755 2.384 -0.238 -2.53 -2.21 -0.05
H -1.864 2.259 -1.127 -0.12 0.74 -0.89
H -1.428 2.799 0.565 -1.74 -0.70 -0.50
H -2.355 0.613 1.238 -0.33 0.15 1.23
H -3.108 0.485 -0.215 -2.07 -0.54 -1.61
H -2.165 -2.029 1.315 0.99 0.78 -1.60
H -0.365 -2.001 1.237 -0.31 -0.39 -0.68
H -0.238 -1.912 -1.338 -1.33 -0.04 0.22
H -2.196 -1.761 -1.480 2.00 -0.05 1.21
```
Positions in Å, forces in eV/Å.